Here is a 8-piece molecular cluster, C30H80N4O15 overall in a non-equilibrium geometry from the Open Molecules 2025 dataset. Energies are from wB97M-V/def2-TZVPD.

```
129
Properties=species:S:1:pos:R:3:forces:R:3:mulliken_charge:R:1
C -4.998737 -5.873469 0.626762 -1.2 0.0 -0.2 -0.912
O -4.029690 -5.121118 -0.051200 0.1 0.5 1.2 -0.254
C -3.303034 -5.701988 -1.086952 -0.1 -1.3 -0.7 -1.080
C -2.133230 -4.796222 -1.338093 0.3 0.9 1.0 1.544
C -1.364815 -5.110523 -2.569639 0.5 -0.5 -2.1 -1.808
N -1.211079 -4.670097 -0.186520 0.4 -0.1 -0.7 -0.396
H -5.859215 -6.012494 -0.042594 0.0 -0.3 0.1 0.338
H -5.375775 -5.253653 1.455706 0.3 -0.3 -0.2 0.237
H -4.690726 -6.857552 1.013945 0.4 0.4 -0.2 0.311
H -2.956120 -6.711743 -0.802634 -0.1 0.1 0.0 0.382
H -3.947153 -5.801867 -1.987964 0.4 0.1 0.3 0.345
H -2.597744 -3.825265 -1.499679 0.2 0.4 0.1 -0.492
H -2.069069 -5.063019 -3.433084 0.5 -0.1 0.5 0.395
H -0.911583 -6.119527 -2.609114 -0.3 0.3 0.3 0.419
H -0.533364 -4.414956 -2.819478 -0.7 -0.2 0.5 0.327
H -0.564535 -5.449106 -0.156782 0.0 -0.1 -0.1 0.258
H -1.618254 -4.610587 0.727921 -0.7 0.1 0.2 0.109
C -5.415648 1.975552 1.372883 -0.3 -0.3 0.1 -0.831
O -4.580920 1.535441 0.323378 -0.1 -0.7 0.2 -0.392
C -3.247916 1.275045 0.694326 0.3 1.2 -0.2 1.523
C -2.505407 2.524548 1.130310 -0.4 -0.4 0.5 -1.239
N -2.443027 3.576297 0.175156 1.7 0.5 -0.1 0.192
C -1.672549 4.728626 0.711362 -0.4 -2.4 -1.2 -0.712
C -1.815600 5.888650 -0.189467 -0.2 1.8 0.7 -0.468
O -3.176052 6.368162 -0.138537 0.7 -0.5 -0.3 -0.323
C -3.386829 7.494670 -0.969088 -1.1 -0.9 -0.1 -0.783
H -6.409567 1.909426 0.937866 -0.2 0.3 0.3 0.296
H -5.146586 2.980749 1.655383 -0.2 0.6 0.1 0.244
H -5.389956 1.341382 2.279784 0.2 0.1 -0.5 0.344
H -2.784285 0.940902 -0.228261 0.1 -0.7 0.1 -1.019
H -3.180993 0.610789 1.567361 -0.1 -0.5 -0.4 0.083
H -1.491254 2.191082 1.414210 -0.1 0.2 -0.2 0.039
H -2.967126 2.848263 2.069228 0.0 0.2 0.4 0.520
H -3.250428 3.851527 -0.343106 -0.8 -0.1 0.3 0.250
H -0.635481 4.354926 0.806750 -0.2 0.6 -0.1 0.178
H -2.037814 4.933016 1.681587 -0.3 0.7 1.4 0.585
H -1.560811 5.598973 -1.198206 0.2 0.1 -0.5 0.327
H -1.154096 6.706911 0.195413 -0.2 -0.5 -0.6 0.393
H -3.083697 7.331811 -2.010911 -0.1 -0.1 0.1 0.307
H -2.901502 8.355927 -0.594804 0.9 1.0 0.5 0.327
H -4.461716 7.715089 -0.913699 0.3 -0.2 -0.2 0.235
C -1.526333 0.880123 -5.000020 1.2 -1.2 -0.2 -0.725
O -0.596583 1.702951 -4.287007 -0.2 -1.7 -1.5 -0.486
C -1.227006 2.265862 -3.224393 0.1 2.0 2.1 0.251
C -0.165560 3.181195 -2.533910 -1.5 -1.8 0.8 -0.450
N 0.926756 2.378532 -2.030447 -1.4 -1.3 -0.5 0.311
C 2.073263 3.094086 -1.645789 2.2 0.4 -0.4 -1.083
C 3.106748 2.114406 -1.090003 0.3 0.7 -0.5 0.049
O 3.245012 1.059085 -2.088373 -0.2 1.0 1.3 -0.394
C 4.292338 0.196941 -1.758883 0.3 -1.1 1.7 -0.496
H -1.724666 -0.102666 -4.523864 0.1 0.7 0.3 0.158
H -1.050767 0.597137 -5.942215 -0.2 0.5 -0.2 0.345
H -2.466361 1.394089 -5.110181 -0.3 0.3 -0.4 0.338
H -1.731312 1.553234 -2.527847 0.7 0.1 -0.2 -0.624
H -2.047967 2.911521 -3.538256 -0.3 0.3 -0.3 0.727
H -0.674922 3.616138 -1.688392 -0.2 0.4 0.3 -0.598
H 0.143644 3.950477 -3.197340 0.4 0.8 -1.0 0.764
H 1.122664 1.620081 -2.709139 0.3 0.9 0.6 0.304
H 1.891631 3.878830 -0.860728 -0.1 -0.6 -0.8 0.188
H 2.593093 3.537033 -2.541925 -0.5 0.3 0.6 0.380
H 2.731328 1.807598 -0.086804 0.5 -0.6 -0.6 0.053
H 4.094328 2.654742 -0.979204 -0.9 -0.6 0.1 0.369
H 5.294204 0.543935 -2.034134 -0.2 0.2 -0.2 0.344
H 4.116670 -0.795858 -2.181049 0.0 0.2 -0.3 0.300
H 4.324231 0.011859 -0.643139 0.0 0.2 -0.9 -0.043
C 10.269069 -2.443087 2.269760 -2.6 -0.6 1.7 -0.722
O 9.558307 -1.209440 2.130568 1.4 -0.1 -1.0 -0.351
C 8.177487 -1.157157 2.426064 0.5 -0.1 -2.2 -0.312
C 7.750950 0.304731 2.085134 -1.8 -1.2 1.4 -0.683
N 6.313264 0.411974 2.531123 0.7 -0.3 -0.7 0.092
C 5.715762 1.711016 2.424077 -1.3 0.1 -1.0 -0.939
C 4.294331 1.710350 2.988043 0.0 -0.8 -0.5 -0.108
O 3.694149 2.944132 2.694852 -0.2 0.2 0.9 -0.368
C 2.418985 3.040285 3.334236 0.9 1.3 -0.8 -0.731
H 11.243884 -2.453255 1.842371 0.7 0.7 -0.2 0.271
H 9.718169 -3.277774 1.811456 -0.1 0.2 -0.2 0.294
H 10.279758 -2.710105 3.360004 0.5 0.2 -0.7 0.269
H 8.096942 -1.465553 3.446088 -0.7 0.2 1.1 0.384
H 7.573386 -1.877840 1.791659 0.6 0.6 0.5 0.212
H 7.855767 0.550206 1.011319 -0.2 -0.4 0.5 0.287
H 8.364952 0.992352 2.641360 0.5 0.4 0.3 0.328
H 6.132331 0.039498 3.461365 0.6 0.0 -0.2 0.196
H 5.601931 2.014564 1.369173 0.2 -0.3 0.1 0.194
H 6.247872 2.517304 2.885801 0.7 0.6 0.6 0.327
H 4.334071 1.546573 4.075416 -0.1 -0.1 0.0 0.483
H 3.675041 0.895096 2.515800 0.6 0.4 0.4 0.042
H 1.797904 2.302729 2.904449 -1.1 -1.0 -0.4 0.315
H 2.050325 4.030521 3.021470 -0.1 -0.4 0.5 0.234
H 2.423791 2.908501 4.423785 0.3 0.2 -0.1 0.319
O -3.551776 -0.798363 -3.057975 0.0 -0.4 -0.1 -0.615
C -4.829529 -0.413707 -2.574953 -0.2 0.6 -0.2 0.151
C -4.972984 1.105989 -2.777739 -0.1 -0.7 0.2 0.379
O -4.732514 1.358790 -4.133455 -0.6 1.3 -0.4 -0.652
H -2.897285 -0.948648 -2.325665 -0.5 0.5 -0.6 0.256
H -5.593778 -0.998450 -3.155627 0.5 0.6 0.7 0.263
H -4.902362 -0.562836 -1.511804 -0.3 -0.6 0.6 -0.272
H -4.293794 1.630712 -2.101298 0.6 -0.1 -0.2 -0.392
H -5.933144 1.536493 -2.460739 -0.2 -0.5 -0.4 0.430
H -4.166054 0.668501 -4.462480 0.4 -0.5 0.0 0.308
O -3.778252 -2.457269 0.421824 -0.3 0.1 1.2 -0.031
C -3.832357 -2.512069 1.879795 0.5 -0.1 -0.5 -0.732
C -5.218894 -2.197852 2.402821 0.6 0.8 -1.4 -0.324
O -5.580716 -0.920274 1.920161 -0.8 0.4 0.6 -0.546
H -4.044306 -3.351577 0.151784 0.1 0.0 -0.4 0.190
H -3.612227 -3.525709 2.202964 0.5 -0.2 0.1 0.435
H -3.045336 -1.803991 2.203624 -0.6 -0.4 0.2 0.250
H -5.292247 -2.217719 3.487902 0.2 0.1 0.1 0.417
H -5.904750 -2.960679 2.021876 -0.1 0.0 -0.1 0.194
H -5.062375 -0.605614 1.165132 0.0 -0.6 0.0 0.255
O 3.245497 -3.416672 0.766564 1.1 -0.3 0.4 -0.657
C 3.493057 -2.336595 1.664041 -0.3 0.8 -1.3 0.465
C 4.220261 -2.830143 2.874677 1.1 -0.2 1.4 -0.248
O 3.500639 -3.860681 3.598268 0.3 0.5 -1.4 -0.584
H 2.425261 -3.240449 0.304786 -0.6 0.2 -0.3 0.426
H 4.051504 -1.490299 1.164603 -0.1 -0.9 0.5 -0.260
H 2.513359 -1.920109 1.864962 -0.2 0.2 0.8 0.219
H 4.356405 -2.017518 3.623310 0.0 -0.3 -0.7 0.112
H 5.265263 -3.196304 2.597502 -1.2 0.3 0.2 0.181
H 3.202654 -4.416831 2.859902 -0.1 -0.2 0.4 0.360
O -1.795156 -1.156005 -1.207114 1.5 1.0 0.6 0.295
C -0.599441 -0.470325 -0.651325 -0.5 -0.8 -0.9 0.381
C 0.596143 -1.317713 -0.981348 -0.1 -1.4 -0.3 -0.287
O 0.687291 -2.545785 -0.207044 1.2 1.5 0.0 -0.424
H -2.308144 -1.571931 -0.515271 -0.3 -0.4 0.7 -0.119
H -0.407686 0.465522 -1.191739 -0.6 0.0 0.2 -0.214
H -0.692079 -0.254009 0.426855 -0.1 -0.3 -0.4 0.162
H 1.478259 -0.708378 -0.755733 0.1 -0.4 -0.1 0.018
H 0.563158 -1.578435 -2.088333 0.1 0.5 1.2 0.144
H -0.021002 -3.184563 -0.335511 -0.8 -0.2 -0.4 0.246
```
Forces are in eV/Å.

The total energy comes out at -69073.3588 eV. The value obtained for the energy above the lowest of the compared OMol25 structures with the same formula, charge and spin is 8.4 kcal per mole. The multiplicity is 1. Its SMILES is COC[C@H](C)N.COCCNCCOC.COCCNCCOC.COCCNCCOC.OCCO.OCCO.OCCO.OCCO.